[1]
ORCA calculation (ωB97M-V with the def2-TZVPD basis set) on a molecular structure, C17H17ClNdO3S at a distorted geometry.

```
! wB97M-V def2-TZVPD RIJCOSX def2/J DEFGRID3
* xyz -1 4
C 1.6914 -2.7773 -0.6437
C 1.7110 -2.3775 -2.0133
C 0.3613 -2.4326 -2.5161
H 2.6127 -2.1276 -2.5860
C -0.4710 -2.8985 -1.4595
C 0.3506 -3.0638 -0.3012
H 0.0007 -3.4328 0.6711
H 2.5707 -2.9121 -0.0143
H 0.0520 -2.2542 -3.5482
H -1.5260 -3.1637 -1.5395
Nd 0.4186 -0.4033 -0.8377
Cl 2.6275 0.7117 -1.0292
C 0.8513 1.9700 -5.2016
C -0.3824 1.3291 -5.5473
C -0.0715 0.0955 -6.2089
H -1.3868 1.7249 -5.3694
C 1.3563 -0.0244 -6.2728
C 1.9261 1.1345 -5.6499
H 2.9942 1.3550 -5.5622
H 0.9575 2.9418 -4.7107
H -0.7933 -0.6172 -6.6190
H 1.9120 -0.8440 -6.7384
C -0.2170 1.8875 6.8223
C -0.6964 1.4665 5.4454
C -1.2734 0.2031 5.2264
C -1.5940 -0.2164 3.9394
C -1.4137 0.6563 2.8621
C -0.8571 1.9210 3.0589
C -0.5211 2.3182 4.3476
S -1.6977 0.0268 1.2180
O -0.5765 -1.0086 1.1713
O -3.0349 -0.4891 1.1951
O -1.3125 0.9966 0.1091
H -0.9818 1.8714 7.6028
H 0.5870 1.2614 7.2286
H 0.1602 2.9136 6.8349
H -1.4716 -0.4350 6.0938
H -2.0294 -1.2101 3.8211
H -0.7162 2.5803 2.2071
H -0.1165 3.3227 4.5138
*
```

Computed properties:
lowest unoccupied orbital energy = 2.00 eV
HOMO-LUMO gap = 4.71 eV

Results of the Mulliken charge analysis, in e, for atoms 1 through 4: atom 1 (C): -0.4714, atom 2 (C): -0.5496, atom 3 (C): -0.6245, atom 4 (H): 0.4755

---

[2]
ORCA calculation (ωB97M-V with the def2-TZVPD basis set) on C23H32BIN2O3S2 in the gas phase at a distorted geometry.

```
! wB97M-V def2-TZVPD RIJCOSX def2/J DEFGRID3
* xyz 0 1
C 7.7754 -1.8308 1.1202
C 6.9811 -0.5045 0.6551
C 5.3923 -0.7351 0.9378
C 4.6067 0.6850 0.9826
O 4.2421 1.0015 -0.3891
C 3.3367 2.0964 -0.4663
C 3.5348 3.3667 0.4445
C 2.5643 4.5713 0.3734
S 2.6777 6.0891 1.4377
C 1.3885 4.5079 -0.6335
C 1.2041 3.2587 -1.5212
C 2.1527 1.9966 -1.4950
N 1.9345 0.8233 -2.3743
I 2.5002 1.2308 -4.3264
C 0.5389 0.3409 -2.3219
C 0.1646 -1.1670 -2.0863
C -1.3290 -1.6567 -1.9882
B -1.6608 -3.2339 -1.7314
N -0.6569 -4.3105 -2.1022
O -2.9098 -3.6982 -1.1874
C -2.5180 -0.6257 -2.1186
O -3.8814 -1.0031 -1.9974
C -4.6390 -0.0855 -1.1652
C -4.0272 0.1773 0.2939
C -3.6101 1.7431 0.5049
C -5.0849 -0.1343 1.5029
C -4.7071 -1.4383 2.3615
C -3.2868 -1.3676 3.1044
C -4.7132 -2.6992 1.3399
C -2.1722 0.8634 -2.3737
C -0.6988 1.3118 -2.4640
S -0.2277 3.1044 -2.7151
H 8.7777 -1.8866 0.5656
H 7.9199 -1.7435 2.2636
H 7.1644 -2.7612 0.8302
H 7.3615 0.4351 1.1790
H 7.1242 -0.3226 -0.4761
H 4.9997 -1.3782 0.0725
H 5.2999 -1.3310 1.9063
H 3.6928 0.6332 1.6658
H 5.3798 1.4570 1.3193
H 4.3983 3.4453 1.1921
H 1.3301 6.4767 1.5551
H 0.6178 5.3530 -0.7565
H 1.0130 -1.9311 -1.9726
H -0.5290 -4.2182 -3.1285
H 0.2683 -4.1012 -1.6712
H -2.8170 -4.6188 -0.8609
H -4.8795 0.8940 -1.7328
H -5.6692 -0.5857 -0.9992
H -3.0946 -0.4295 0.5438
H -2.5637 1.9772 0.1010
H -3.5759 2.0231 1.6275
H -4.4079 2.4400 0.0429
H -5.1713 0.7386 2.2429
H -6.1464 -0.2782 1.0682
H -5.5110 -1.5486 3.1720
H -3.0870 -0.4016 3.6763
H -3.1941 -2.3191 3.7391
H -2.4478 -1.4488 2.3090
H -3.6143 -2.9836 1.1571
H -5.2728 -3.5494 1.8741
H -5.2369 -2.3449 0.3871
H -3.0007 1.6304 -2.4942
*
```

Computed properties:
SMILES = CCCCOc1cc(S)cc2c1N(I)c1cc(B(N)O)c(OC[C@@H](C)CC(C)C)cc1S2
lowest unoccupied orbital energy = -0.68 eV
HOMO-LUMO gap = 7.55 eV

Results of the Mulliken charge analysis, in e, for atoms 1 through 4: atom 1 (C): -1.0138, atom 2 (C): -0.3453, atom 3 (C): -0.6708, atom 4 (C): -0.3872

---

[3]
ORCA calculation (ωB97M-V with the def2-TZVPD basis set) on a gas-phase ion, C6H6NS (charge +1) at a distorted geometry.

```
! wB97M-V def2-TZVPD RIJCOSX def2/J DEFGRID3
* xyz 1 1
C -1.5435 -1.0823 -0.0503
C -2.1875 0.0847 -0.1982
C -0.1779 -1.1623 0.0658
C -1.4391 1.2449 -0.4829
C 0.5048 -0.0068 -0.2553
C 3.0921 0.3721 0.5299
N -0.1000 1.1260 -0.6284
S 2.3169 -0.4182 -0.7008
H -2.0322 -2.0263 0.2249
H -3.2629 0.2807 -0.1249
H 0.3014 -2.1371 0.3076
H -1.9797 2.1724 -0.5736
H 4.0739 0.4183 0.9737
H 2.4338 1.1341 0.9125
*
```

Computed properties:
lowest unoccupied orbital energy = -6.57 eV
HOMO-LUMO gap = 7.57 eV
energy relative to the best compared isomer or geometry (same formula, charge and spin) = 0.00 kJ/mol

Results of the Mulliken charge analysis, in e, for atoms 1 through 4: atom 1 (C): -0.4194, atom 2 (C): -0.2364, atom 3 (C): -0.1377, atom 4 (C): -0.2073

---

[4]
ORCA calculation (ωB97M-V with the def2-TZVPD basis set) on 9 unconnected molecules or ions with the total composition C26H54N2O25S3 at a distorted geometry.

```
! wB97M-V def2-TZVPD RIJCOSX def2/J DEFGRID3
* xyz 0 1
C -0.3731 1.4858 0.5715
N 0.5269 1.1878 -0.6285
C 1.2009 2.5608 -0.9005
C 1.4419 0.1648 -0.1675
C -0.1271 0.7268 -1.9025
C -0.9961 -0.5022 -1.7665
O -1.6451 -0.7102 -2.9575
H -0.0481 1.7918 1.4485
H -0.9981 0.4408 0.8595
H -1.2231 2.3128 0.5135
H 0.5779 3.1878 -1.4255
H 2.0239 2.6478 -1.7345
H 1.6939 2.8438 -0.0595
H 2.1119 0.5388 0.6925
H 2.1469 0.1268 -0.9645
H 1.0229 -0.7462 0.1845
H 0.5719 0.7398 -2.8695
H -0.6401 1.5458 -2.2305
H -1.6641 -0.4392 -1.0435
H -0.4761 -1.3422 -1.5375
H -2.1461 0.1568 -2.8815
N -1.3581 4.9298 0.1645
O -1.4131 4.7098 -1.1025
O -2.4341 4.9908 0.8235
O -0.2421 4.9268 0.7455
O -3.4781 1.3658 -3.9095
S -4.7251 1.0318 -4.5805
O -4.7081 -0.1712 -5.4325
O -5.8731 0.6928 -3.3165
C -5.2861 -0.2102 -2.4645
C -6.1881 -0.4202 -1.2715
C -5.3191 2.3988 -5.5765
H -4.3131 0.3018 -2.0935
H -5.1511 -1.2132 -3.0265
H -6.1321 0.4258 -0.5345
H -5.9221 -1.5522 -0.8725
H -7.2241 -0.4242 -1.6715
H -4.7411 2.6168 -6.4515
H -5.3531 3.3648 -5.0555
H -6.3181 1.9818 -5.8875
O 4.2429 -2.3712 -4.4585
S 3.9369 -1.1102 -3.8885
O 2.5519 -0.6992 -3.6005
O 4.4519 -1.1582 -2.2865
C 4.5189 -2.4772 -1.6325
C 4.7639 -2.2482 -0.1555
C 4.8609 0.1608 -4.5695
H 5.0869 -2.9752 -2.2475
H 3.4849 -2.5732 -1.5005
H 3.9599 -1.6552 0.3655
H 5.8209 -1.8872 -0.2305
H 4.7559 -3.1742 0.5155
H 6.0219 -0.1712 -4.9165
H 4.9169 1.0918 -3.8665
H 4.1509 0.5068 -5.4605
O 1.5479 -0.9192 2.7705
S 1.1759 -0.1952 3.9465
O 1.7969 -0.5312 5.2105
O 1.6499 1.3918 3.6835
C 3.0449 1.5558 3.8085
C 3.4169 3.0708 3.6435
C -0.6251 -0.0682 4.0615
H 3.7239 1.1188 3.0715
H 3.3659 1.1338 4.6805
H 4.3759 3.4298 3.4975
H 2.7929 3.6918 4.2035
H 3.1589 3.1888 2.6035
H -0.8431 0.5648 4.8615
H -1.1251 -0.9092 4.3645
H -0.9711 0.1848 3.1725
C 0.6729 -6.9172 -0.4275
C 2.1279 -6.4552 0.0155
O 2.1959 -5.1592 -0.3815
C 0.9429 -4.6652 -0.4975
O 0.6639 -3.4632 -0.5955
O 0.0259 -5.6422 -0.6185
H -0.0401 -7.4522 0.3135
H 0.6589 -7.4352 -1.5365
H 2.7429 -7.0652 -0.5095
H 2.2279 -6.6272 1.1135
C 7.4219 2.8678 -0.1885
C 7.0179 2.0708 -1.3905
O 5.7399 1.5658 -1.1215
C 5.4669 1.7778 0.2505
O 4.4729 1.4988 0.7675
O 6.3869 2.5838 0.7355
H 7.4619 3.8628 -0.3395
H 8.5199 2.6478 0.2825
H 7.8869 1.2048 -1.6905
H 7.1679 2.7248 -2.3245
C -3.9331 -2.5932 3.8535
C -5.1801 -2.1292 3.0885
O -4.6061 -1.6722 1.8815
C -3.3371 -2.0392 1.8695
O -2.5521 -1.9242 0.8275
O -2.9211 -2.6942 2.9335
H -4.2351 -3.4892 4.2975
H -3.6241 -2.0422 4.6535
H -5.7461 -1.5522 3.6895
H -5.8791 -3.0812 2.7945
C -4.5451 1.5568 3.7345
C -5.7471 2.0458 2.9985
O -5.4201 1.8698 1.6915
C -4.1721 1.4298 1.6095
O -3.5341 1.0018 0.6085
O -3.6361 1.2488 2.6845
H -4.6661 0.6698 4.4905
H -4.1881 2.3718 4.3475
H -6.0221 3.0658 3.2905
H -6.6311 1.5988 3.4695
*
```

Computed properties:
lowest unoccupied orbital energy = -0.03 eV
HOMO-LUMO gap = 6.88 eV
energy relative to the best compared isomer or geometry (same formula, charge and spin) = 165.63 kJ/mol

Results of the Mulliken charge analysis, in e, for atoms 1 through 4: atom 1 (C): -0.8977, atom 2 (N): 1.9348, atom 3 (C): -0.9961, atom 4 (C): -0.9914

---

[5]
ORCA calculation (ωB97M-V with the def2-TZVPD basis set) on a molecular structure, C15H24N2O at a distorted geometry.

```
! wB97M-V def2-TZVPD RIJCOSX def2/J DEFGRID3
* xyz 0 1
C 3.5454 0.6361 -0.4959
H 4.4878 0.9431 -0.3861
C 2.6138 1.6706 -1.2824
H 3.1668 1.8752 -2.3291
H 2.7902 2.9346 -0.8791
C 1.3615 1.4464 -1.5223
C 0.8721 1.3796 -0.1607
C 0.0505 1.3564 0.8102
C -0.5250 1.2570 2.1083
N -1.5590 0.2980 2.2617
C -2.3259 0.1034 3.3731
C -3.5731 -0.6430 3.2151
C -3.1047 -1.8311 3.0711
C -2.2834 -2.1301 1.7826
C -1.1577 -1.0046 1.8677
H -0.3614 -1.0847 1.0044
H -0.3190 -1.3465 2.8314
H -1.7927 -3.0353 1.5638
H -3.0252 -1.7512 0.9707
H -3.8919 -2.7821 2.9425
H -2.5350 -2.3964 3.7948
H -4.0257 -0.4012 2.5245
H -4.0692 -0.7074 4.3059
H -2.4567 1.1780 3.6781
H -1.8976 -0.0675 4.1594
H -0.9531 2.1929 2.5171
H 0.3910 1.1450 3.0059
C 0.4324 2.3609 -2.3803
H 1.1890 2.6115 -3.3113
H -0.4342 2.1846 -2.4603
H 0.4590 3.3492 -1.8424
O 0.9791 0.1731 -2.1235
C 1.3807 -0.1986 -3.3617
C 1.2210 -1.5297 -3.6245
C 1.5596 -1.9556 -4.9890
N 1.7032 -2.4730 -6.0620
H 1.6374 -2.1471 -2.9920
H 0.3025 -2.0449 -3.3349
H 0.7794 0.3850 -4.0993
H 2.5275 -0.0667 -3.6686
H 3.2141 0.5991 0.5918
H 3.6263 -0.4831 -1.0749
*
```

Computed properties:
lowest unoccupied orbital energy = 0.60 eV
HOMO-LUMO gap = 9.08 eV
energy relative to the best compared isomer or geometry (same formula, charge and spin) = 1691.29 kJ/mol

Results of the Mulliken charge analysis, in e, for atoms 1 through 4: atom 1 (C): -1.1380, atom 2 (H): 0.5363, atom 3 (C): -0.7104, atom 4 (H): 0.3527

---

[6]
ORCA calculation (ωB97M-V with the def2-TZVPD basis set) on C5H8Cl2 in the gas phase at a distorted geometry.

```
! wB97M-V def2-TZVPD RIJCOSX def2/J DEFGRID3
* xyz 0 1
C 1.6325 -0.0513 -0.1896
C 0.3087 0.6398 -0.0216
C 0.0634 2.2196 0.5580
Cl -1.5361 2.7061 0.9335
C -0.8795 -0.1652 -0.3699
C -0.8149 -1.6193 0.2040
Cl -1.0690 -0.2908 -2.1944
H 1.4499 -0.6731 -1.1259
H 1.7469 -0.6166 0.6267
H 2.5503 0.6553 -0.3818
H 0.9228 2.5411 1.0676
H -1.6269 0.5061 -0.0038
H 0.1415 -2.1911 -0.1116
H -1.7064 -2.1051 -0.1643
H -1.1832 -1.5555 1.1730
*
```

Computed properties:
SMILES = C/C(=C/Cl)[C@H](C)Cl
lowest unoccupied orbital energy (alpha / beta) = -0.03 / -0.06 eV
HOMO-LUMO gap (alpha / beta) = 8.43 / 8.26 eV
energy relative to the best compared isomer or geometry (same formula, charge and spin) = 377.42 kJ/mol

Results of the Mulliken charge analysis, in e, for atoms 1 through 4: atom 1 (C): -1.2520, atom 2 (C): 0.4815, atom 3 (C): -0.5093, atom 4 (Cl): -0.1785

---

[7]
ORCA calculation (ωB97M-V with the def2-TZVPD basis set) on C4H9NOS in the gas phase at a distorted geometry.

```
! wB97M-V def2-TZVPD RIJCOSX def2/J DEFGRID3
* xyz 0 1
C 1.1952 -0.9315 2.0945
N 0.2011 -0.7982 1.0490
C -0.2283 0.4105 0.5681
O 0.1550 1.5035 0.8933
C -1.1678 0.1415 -0.6590
C -0.3424 0.1740 -1.9231
S -0.3596 1.7488 -2.8320
H 1.4761 0.0655 2.4633
H 2.1851 -1.1868 1.6733
H 0.9002 -1.5787 2.9192
H -0.4180 -1.5686 0.9011
H -1.6975 -0.7900 -0.5225
H -1.9078 0.9516 -0.5991
H -0.6733 -0.6613 -2.5274
H 0.7483 0.0612 -1.7978
H -0.0664 2.4584 -1.7008
*
```

Computed properties:
SMILES = CNC(=O)CCS
lowest unoccupied orbital energy = 0.74 eV
HOMO-LUMO gap = 9.68 eV
energy relative to the best compared isomer or geometry (same formula, charge and spin) = 81.95 kJ/mol

Results of the Mulliken charge analysis, in e, for atoms 1 through 4: atom 1 (C): -0.8953, atom 2 (N): -0.1909, atom 3 (C): 0.6302, atom 4 (O): -0.6069

---

[8]
ORCA calculation (ωB97M-V with the def2-TZVPD basis set) on a molecular structure, C4H4KLi2O5 at a distorted geometry.

```
! wB97M-V def2-TZVPD RIJCOSX def2/J DEFGRID3
* xyz 1 1
O 3.9790 -0.6097 -0.1711
C 3.0201 0.1902 -0.0453
O 3.1329 1.4309 -0.1923
Li 5.0481 1.0193 -0.4201
O 1.8097 -0.3472 0.1852
C 0.6655 0.4663 -0.0200
C -0.5453 -0.4257 0.1708
H 0.6683 0.8897 -1.0341
H 0.6500 1.2972 0.6988
H -0.5547 -1.2121 -0.5983
H -0.5452 -0.8859 1.1696
O -1.6860 0.4110 0.0333
C -2.8884 -0.2075 -0.0110
O -3.1553 -0.8025 1.0463
Li -4.4510 -2.0113 1.3077
K -5.1477 0.7974 -2.1196
*
```

Computed properties:
lowest unoccupied orbital energy = -4.10 eV
HOMO-LUMO gap = 6.64 eV
energy relative to the best compared isomer or geometry (same formula, charge and spin) = 35.90 kJ/mol

Results of the Mulliken charge analysis, in e, for atoms 1 through 4: atom 1 (O): -0.8419, atom 2 (C): 0.9032, atom 3 (O): -0.8523, atom 4 (Li): 0.8815